Here is a 21-piece molecular cluster, C92H169B4F16N24O10 overall from the Open Molecules 2025 dataset. Energies are from ωB97M-V/def2-TZVPD.

```
315
Properties=species:S:1:pos:R:3:forces:R:3:lowdin_charge:R:1
F 8.01192 -0.73377 -12.32430 0.60 -1.69 1.02 0.14
F 3.85667 3.89585 -21.39452 -2.82 -0.69 -1.41 0.17
F 8.23629 -1.77132 -20.98304 -0.96 -0.51 0.59 0.12
F 5.57625 3.06825 -20.31059 2.17 -5.47 2.22 0.22
F 8.17602 1.04848 -13.58286 0.34 0.76 -0.75 0.07
F 5.92167 4.56555 -21.79194 1.33 1.27 -1.69 0.14
F 8.96514 0.04082 -21.94028 0.30 0.99 -0.49 0.06
F 5.94398 -8.38018 -19.59556 0.72 -1.11 -0.07 0.11
F 4.90304 5.00183 -19.80411 -0.29 2.33 1.60 0.15
F 4.78615 -6.65524 -20.37734 0.75 0.84 0.51 0.05
F 7.10512 -0.97161 -22.84483 -0.33 0.05 0.12 0.13
F 6.11390 0.36336 -12.87642 -0.71 -0.07 -0.18 0.12
F 5.74799 -6.66045 -18.25848 -0.45 1.18 1.88 0.08
F 7.12150 -6.40703 -20.04339 -0.34 -0.02 -0.02 0.11
F 6.98422 0.21194 -20.85908 -0.25 -0.28 -0.14 0.09
F 7.54991 1.35352 -11.41630 0.17 -0.18 0.33 0.12
O -0.07481 -0.43948 -21.16766 -0.07 1.97 0.21 -0.15
O 12.00623 -4.21953 -13.13275 0.26 1.37 0.38 -0.08
O 1.74760 3.43726 -15.93166 -0.95 -3.97 0.30 -0.08
O 8.58318 4.35010 -13.42726 -2.51 3.10 -7.98 0.17
O -1.57611 1.25890 -21.35084 2.42 0.32 0.90 -0.09
O 10.60069 -5.04360 -14.60523 -0.62 0.93 -0.23 -0.09
O 1.19955 -1.22193 -14.85043 -1.09 1.04 1.38 -0.09
O 5.48815 -0.50148 -25.27614 -3.90 8.06 -2.91 0.14
O 2.13782 5.40543 -15.10499 0.73 0.68 -0.17 -0.08
O 3.13829 -2.10818 -14.73347 1.60 -0.29 1.64 -0.10
N -2.49114 4.08663 -17.62940 -1.51 1.57 3.57 -0.02
N 13.21843 -3.73453 -17.64383 2.82 1.59 4.06 -0.04
N 11.99416 0.21024 -11.77491 -0.59 -4.42 0.91 -0.06
N 2.39601 9.12418 -22.60587 -0.05 3.24 -1.88 -0.03
N 12.51395 -1.82346 -11.07432 -1.35 0.82 1.12 -0.07
N 7.13992 -7.98552 -10.65675 1.79 1.60 -1.94 -0.06
N 10.06619 3.12130 -21.16246 1.33 1.03 2.84 -0.09
N 2.11880 2.92574 -11.49889 0.13 -3.59 -0.31 -0.05
N 5.23341 -9.38585 -15.33977 -1.60 1.16 -0.37 -0.07
N 14.72045 -2.33461 -16.73085 -1.99 -2.38 2.53 -0.10
N 3.12199 11.23071 -23.21920 -0.92 -2.71 -0.75 -0.09
N 1.89605 -2.60655 -18.67153 -1.03 0.54 -0.85 -0.05
N -3.72665 4.46338 -15.70335 2.14 1.28 -3.15 -0.07
N -2.24630 0.22547 -16.16789 -0.62 0.68 4.57 -0.08
N 11.76523 2.18087 -20.05016 -2.38 0.75 -0.66 -0.03
N 8.26789 4.72505 -14.73586 2.76 -6.29 6.78 0.17
N -1.99410 0.84548 -13.99949 -0.11 1.26 -3.39 -0.04
N 4.91080 0.76247 -25.56326 4.66 -6.33 4.52 0.18
N 6.04939 -0.76705 -16.72104 -2.44 1.29 -2.00 -0.06
N 8.00277 -6.07451 -11.37689 -0.37 1.87 2.07 -0.03
N 4.83126 0.67159 -17.91749 2.13 -3.61 1.91 -0.06
N 3.66803 -2.58071 -20.03567 -3.08 -2.44 3.95 -0.04
N 3.04298 0.89558 -11.74960 -0.59 1.39 0.64 -0.05
N 4.92415 -7.46379 -14.26825 -0.29 -4.53 -0.77 -0.08
C 14.03025 -3.25332 -18.61281 0.84 0.62 -0.18 -0.02
C 10.44550 2.05838 -20.49579 1.88 -1.80 0.68 0.00
C 5.00676 -8.50411 -13.34485 0.14 -1.74 -0.10 0.01
C 6.06006 3.45883 -14.42588 -0.11 -0.48 0.27 0.00
C 10.91448 -3.88737 -18.27850 -0.73 -0.24 1.87 -0.03
C 3.80411 1.08134 -24.52295 -1.21 1.00 -2.43 -0.38
C 8.36345 -6.98140 -12.30442 0.20 -1.40 -0.22 -0.02
C 7.91239 -8.19412 -11.87710 -1.61 -0.18 1.05 0.02
C 2.16703 2.62212 -12.81471 1.38 0.32 -1.51 -0.04
C 1.92649 10.04684 -21.68748 1.57 2.83 -0.35 0.02
C 3.66771 1.33232 -18.41203 0.13 1.48 -1.12 0.00
C 7.13131 1.77629 -25.21493 -0.39 1.43 0.95 0.00
C 11.42984 -0.89747 -11.17466 4.99 -1.05 -0.70 0.10
C 8.84438 3.22078 -21.90068 -0.11 -0.51 -1.27 0.03
C -2.41922 4.89460 -15.50066 0.24 -0.67 -0.70 -0.01
C -0.44794 0.57326 -12.20394 0.26 -1.16 1.49 -0.09
C 9.48431 4.44652 -15.66352 1.82 1.97 -1.81 -0.36
C 5.56837 -10.24808 -16.46870 1.02 -0.69 0.18 -0.09
C 2.41377 11.38110 -22.04262 -0.88 -3.58 0.12 0.03
C 2.57370 1.77950 -10.84330 -0.43 2.20 -0.79 0.01
C 5.16887 -9.74726 -14.05104 -0.08 2.92 2.30 0.01
C 3.92450 -3.41637 -18.92292 -1.17 0.65 1.45 0.03
C 2.06043 -1.82030 -14.13953 -0.73 -0.62 -5.08 -0.78
C 6.30914 -8.95026 -9.91357 0.36 -0.92 -1.52 0.02
C 4.27549 -2.78986 -22.46955 -0.29 -0.60 1.43 -0.01
C -2.06808 -0.01345 -17.56585 0.54 0.44 -1.12 0.00
C 5.13336 3.20351 -26.17118 0.11 -0.28 -0.70 -0.13
C 12.14869 -4.66729 -17.81930 -0.68 -0.65 -1.03 -0.16
C 1.98492 7.69929 -22.71572 0.14 -2.01 0.55 -0.14
C -3.39959 -0.18749 -15.44959 1.24 1.67 2.76 0.04
C 6.82885 4.53448 -15.23274 -0.99 -0.56 -0.89 -0.35
C 3.29260 2.57057 -24.80577 -1.23 -2.49 0.87 -0.13
C 2.67125 0.11163 -24.91063 0.32 -1.14 -0.21 0.00
C 3.87206 12.24816 -24.02726 0.78 -0.09 1.16 0.04
C 8.53170 -4.61398 -11.28467 -0.58 -1.16 -1.19 -0.09
C 6.02584 5.83983 -15.18991 -0.88 0.41 -0.24 0.01
C 2.34870 6.83094 -21.48116 0.85 1.59 1.11 -0.05
C 6.88454 4.00793 -16.79306 -0.65 0.28 1.32 -0.10
C 12.11723 3.43829 -20.42124 -0.45 2.22 0.41 -0.03
C -1.40577 0.88370 -15.27979 -2.60 -1.58 1.04 0.07
C 0.53398 -2.25054 -18.09830 1.39 0.61 0.45 0.03
C 13.28112 -0.13430 -12.11258 1.74 1.66 -0.30 -0.05
C -4.86228 4.51513 -14.73647 -0.20 -1.18 -0.93 0.03
C 4.89116 -6.06192 -14.18098 -1.45 1.51 0.77 0.01
C 10.83349 5.04854 -15.09428 -0.89 0.74 0.11 -0.01
C 2.36929 -2.19490 -19.89502 0.84 -0.19 1.57 0.04
C 14.94452 -2.39578 -18.03965 -0.03 -0.02 -1.23 -0.06
C 4.37278 0.86698 -23.14877 -0.36 0.31 1.59 0.01
C 4.35803 3.52305 -24.93564 1.69 2.13 -0.58 -0.21
C 6.40171 -1.71539 -15.72687 1.05 -1.19 0.80 -0.15
C 0.67384 1.68461 -20.34995 -1.52 0.19 -1.08 -0.03
C 7.63859 -3.74787 -10.41709 0.05 -0.13 1.02 -0.07
C 1.64831 -2.44196 -12.86880 0.57 0.54 1.33 -0.03
C -1.45175 1.51375 -12.79934 1.19 -0.16 0.12 -0.16
C -3.25132 0.26191 -14.08864 1.31 -0.75 -3.01 0.02
C -0.41673 0.81317 -21.06681 -0.80 -3.01 -0.01 -0.70
C 11.17523 -4.06634 -14.05520 -0.11 -1.52 -0.84 -0.78
C 12.28498 -0.18872 -19.39701 0.82 0.36 0.05 -0.05
C 2.84869 1.43428 -13.03116 -1.02 0.40 1.40 0.03
C 11.34205 2.49871 -10.93082 -0.59 -1.12 -1.65 -0.01
C 15.49786 -1.42714 -15.86026 -0.66 0.52 0.17 0.02
C 12.56004 1.33834 -19.08840 -1.56 -2.14 -1.60 -0.10
C 7.80748 4.78859 -17.65499 0.56 0.41 -0.58 -0.19
C 7.02887 -10.83178 -16.18450 -1.78 -0.64 -0.22 -0.02
C -2.00523 3.68293 -18.94947 -1.05 0.36 -0.86 -0.16
C 11.02483 4.13661 -20.97450 1.57 -2.69 -0.55 0.04
C 2.40672 4.98702 -17.48356 0.50 0.60 -0.37 -0.03
C 10.85637 -2.62834 -14.56583 0.07 0.67 0.49 -0.03
C -2.57760 4.60210 -19.97500 -0.29 1.28 -2.20 -0.07
C 4.77856 -0.28573 -16.91115 2.46 1.42 -1.47 0.05
C 7.27202 -6.67121 -10.42094 0.49 -0.29 0.40 -0.03
C 5.90003 1.88745 -26.12336 0.13 -2.49 -1.80 -0.38
C 3.60414 -0.41685 -11.37678 0.68 0.32 -0.06 0.01
C 6.16134 0.70705 -18.43303 -0.47 -1.37 2.89 0.02
C -1.68257 4.63394 -16.65239 0.00 0.26 1.38 0.00
C 6.31497 1.43865 -27.56209 0.08 0.27 0.19 0.00
C 13.72017 -1.31063 -11.57894 -3.95 0.71 -0.50 0.02
C 12.51881 -3.13537 -10.37601 -0.02 0.48 -0.09 0.00
C 2.85259 -3.33390 -17.99476 2.13 -0.30 -3.65 0.00
C -3.73864 4.16153 -17.07575 -0.83 -1.81 1.60 0.02
C 3.03612 9.89756 -23.58667 -0.33 -0.11 1.73 0.03
C 4.57753 -2.20094 -21.02662 0.94 1.37 -3.39 -0.17
C 4.89948 -8.09860 -15.43831 2.65 0.35 -2.07 0.00
C 2.67402 5.27023 -11.18572 1.22 0.07 -1.08 -0.05
C 9.81153 2.94850 -16.00664 -1.70 -0.87 1.24 0.01
C 1.60736 4.21375 -11.03150 0.23 -0.36 2.30 -0.17
C 11.29190 1.40216 -12.08342 -0.14 2.42 -0.25 -0.17
C 9.11737 5.19725 -16.99845 0.55 -0.24 0.72 -0.13
C 13.65889 -3.20210 -16.38446 1.73 0.75 -4.03 0.13
C 7.32370 -2.84330 -16.31835 -0.99 0.89 0.61 -0.02
C 2.13367 4.58377 -16.05543 -0.20 1.87 0.58 -0.85
C 6.89291 -0.24345 -17.66701 -1.55 2.26 -1.39 0.01
B 7.75277 -0.65846 -21.65670 1.47 0.05 -0.25 -1.30
B 5.93971 -6.99609 -19.59024 -0.85 -0.70 -1.55 -1.29
B 7.45058 0.49277 -12.50552 -0.14 1.16 -0.51 -1.38
B 5.05027 4.12509 -20.83237 -0.15 2.44 -0.69 -1.63
H 4.87514 -8.32018 -12.28880 0.04 -0.08 -0.16 0.11
H 7.00101 -6.19788 -9.48879 -0.29 0.05 -0.21 0.16
H 5.31146 -8.57132 -9.69190 0.44 0.33 0.47 0.11
H -5.72941 4.94457 -15.23823 0.15 0.23 0.27 0.11
H 0.65367 4.51147 -11.46732 0.21 -0.41 -0.52 0.13
H 10.17328 -2.15142 -13.86295 -0.23 -0.06 0.26 0.05
H 10.39283 -1.08083 -10.93509 0.12 0.15 0.13 0.16
H 3.55507 1.17566 -19.48482 0.16 -0.24 0.04 0.08
H 7.76952 -10.10612 -15.84841 -0.18 0.28 -0.62 0.08
H 3.92918 -0.57022 -16.30781 -0.26 -0.19 0.04 0.13
H 5.07249 -7.63953 -16.40046 -0.45 0.57 -0.26 0.15
H 5.66390 6.17935 -14.21943 0.80 -0.16 0.39 0.10
H 5.54433 1.73171 -28.27506 0.23 0.06 -0.09 0.09
H -2.37204 -1.02342 -17.84092 0.12 0.10 0.15 0.12
H 5.81929 3.59094 -13.37104 0.43 0.82 0.02 0.10
H 8.27361 -2.53219 -16.75306 0.05 0.38 0.47 0.04
H 4.75716 -4.09816 -18.83209 0.33 0.33 -0.30 0.12
H 6.89678 2.18594 -24.23244 -0.20 -0.12 0.25 0.08
H 10.40459 -2.43736 -15.53924 -0.12 -0.87 -0.10 0.03
H 6.48761 2.45632 -14.44298 0.47 0.13 -0.38 0.07
H 10.72867 2.13017 -10.10860 0.33 0.13 0.19 0.08
H 12.53463 -3.01918 -9.29234 -0.49 0.30 -0.03 0.10
H 1.39446 9.74833 -20.79628 -0.02 0.08 -0.17 0.13
H 2.26135 12.35134 -21.59338 0.03 -0.24 0.14 0.13
H -0.83069 2.38940 -12.98809 -0.36 0.20 -1.16 0.11
H -1.02008 0.16389 -17.80743 -0.11 -0.19 -0.15 0.09
H 11.73547 1.74939 -13.01657 0.34 0.46 0.13 0.12
H 4.97703 3.63234 -24.04514 -0.01 -0.06 0.16 0.12
H 6.49841 1.50742 -19.07505 -0.34 -0.48 -0.37 0.10
H 7.27466 1.91336 -27.76643 -0.26 0.51 -0.23 0.10
H 3.09853 7.38954 -20.92096 0.47 -0.09 0.02 0.08
H 3.29433 13.08196 -24.42612 -0.48 -0.66 -0.21 0.11
H -4.67424 3.79436 -17.47103 0.25 -0.02 -0.57 0.16
H 11.10678 4.88385 -14.05202 -0.03 -1.49 -0.18 0.08
H 9.79081 4.97840 -17.82712 1.02 0.19 0.77 0.12
H 7.93631 -9.16527 -12.34901 0.06 0.14 0.11 0.13
H 15.25043 -0.44845 -16.27142 0.32 0.21 0.36 0.10
H 10.09947 -4.60341 -18.38411 0.09 0.08 -1.25 0.10
H 3.68560 4.90710 -11.00419 -0.10 -0.52 0.70 0.08
H 0.29009 0.25867 -12.94181 0.11 0.31 -0.05 0.05
H 9.85844 2.38733 -15.07337 -0.38 -0.19 0.09 0.07
H -2.65897 0.70281 -18.13675 -0.05 -0.14 -0.07 0.10
H 1.66728 1.24394 -20.26634 -0.40 -0.18 -0.09 0.03
H 8.63442 4.27377 -22.08840 -0.31 -0.32 0.02 0.11
H 1.67531 0.43328 -24.60608 0.26 -0.01 0.42 0.11
H -2.50461 4.21831 -20.99258 0.18 -0.81 0.15 0.09
H -0.62972 4.81049 -16.81596 0.00 -0.10 0.06 0.12
H 3.94213 4.50487 -25.16180 -0.17 0.21 0.44 0.13
H 10.73022 2.64273 -16.50726 0.44 1.45 -0.05 0.08
H 3.28634 -2.47595 -22.80293 0.06 0.63 -0.05 0.06
H 1.83123 3.40474 -13.47889 0.17 -0.23 -0.81 0.11
H 13.62020 1.49224 -19.28960 -0.21 0.51 0.27 0.13
H 0.36870 -2.81551 -17.18092 0.00 -0.64 -0.47 0.09
H -2.19477 1.92045 -12.11333 -0.53 -0.73 -0.24 0.13
H 12.17854 -5.38570 -17.00009 -0.92 0.59 0.49 0.14
H 5.70945 4.04512 -26.55575 0.82 -0.28 0.39 0.14
H 13.47606 -3.52803 -15.37118 -0.64 -0.03 -0.04 0.14
H 11.26063 -0.54857 -19.30056 -0.06 0.37 0.09 0.07
H -4.24234 -0.70587 -15.88255 0.27 0.03 -0.18 0.13
H -0.92061 3.79063 -18.95878 -0.15 -0.56 0.30 0.12
H 4.46836 -1.12192 -21.13565 -0.04 0.19 0.05 0.09
H -0.44967 1.32898 -15.51220 0.11 -0.07 -0.01 0.16
H 3.98844 -5.81073 -13.62411 0.23 0.38 0.47 0.11
H 2.83433 -1.03684 -10.91731 0.13 0.14 -0.27 0.09
H 3.80404 0.08727 -22.64211 0.11 -0.28 -0.31 0.08
H 12.35505 2.78944 -10.65257 -0.13 -0.22 0.10 0.08
H 4.38639 3.13834 -26.96231 -0.07 -0.42 -0.23 0.13
H 7.33338 -11.44404 -17.03332 0.26 0.53 -0.17 0.09
H 9.58764 -4.67251 -11.02073 -0.18 -0.10 0.48 0.12
H 14.64653 -1.86091 -11.65275 -0.25 0.06 0.13 0.14
H 2.60604 -0.13498 -25.97037 0.08 0.80 -0.36 0.10
H 12.92505 -0.81654 -18.77712 -0.19 0.26 0.61 0.04
H 2.48167 1.73192 -9.76828 0.46 -0.51 -0.07 0.16
H -3.81545 0.19439 -13.17017 -0.36 -0.28 -0.40 0.13
H 0.19657 1.84774 -19.38367 0.49 0.35 0.30 0.04
H 4.08018 -0.84331 -12.25974 -0.53 -0.13 -0.10 0.09
H 5.21331 -10.78483 -13.75460 0.10 0.24 0.30 0.14
H 2.79481 5.84454 -21.60808 -0.38 0.07 -0.55 0.06
H 6.80807 -3.30097 -17.16261 -0.20 -0.44 0.30 0.08
H 4.75478 -10.97259 -16.50404 0.49 -0.59 0.00 0.14
H -0.82796 -0.35560 -11.77862 -0.68 -0.12 -0.37 0.09
H 5.89336 4.01420 -17.24652 -0.45 0.77 0.57 0.12
H 2.65310 2.93503 -24.00184 -0.24 -0.80 0.30 0.14
H 6.57278 -3.90359 -10.58419 0.06 0.06 -0.42 0.08
H 0.00203 0.99391 -11.30467 0.37 0.48 -0.24 0.08
H 6.13721 -9.71450 -10.67151 -0.14 -0.29 0.16 0.09
H 5.06416 5.59122 -15.63875 0.00 -0.14 -0.37 0.09
H 1.83020 -1.57846 -20.59914 -0.49 0.28 0.01 0.13
H 2.75280 -3.90462 -17.08332 -0.37 0.45 -0.05 0.12
H 15.19131 -1.45753 -14.81469 -0.41 -0.27 -0.24 0.09
H 2.42806 7.22089 -23.58914 0.23 0.66 -0.13 0.12
H 7.78621 -3.95730 -9.35764 0.10 -0.43 0.13 0.08
H 8.02537 2.63837 -21.47864 0.03 0.40 0.35 0.10
H 9.18383 6.26096 -16.77001 -0.18 0.07 -0.18 0.12
H 4.13117 1.75258 -22.56102 0.23 0.27 0.00 0.09
H 5.08195 3.39179 -14.90223 -0.03 0.12 -0.27 0.10
H 7.60438 0.80962 -25.04212 -0.24 0.01 -0.64 0.11
H 10.26870 1.22007 -12.41206 -0.17 -0.43 0.58 0.11
H 8.56487 -4.34347 -12.34004 -0.24 0.40 0.00 0.12
H 1.56215 4.61310 -18.06235 -0.27 0.50 -0.15 0.06
H 11.71885 -1.96192 -14.55570 0.47 -0.15 0.25 0.04
H 6.97592 -11.56968 -15.38400 -0.26 0.01 0.22 0.06
H 16.58060 -1.55072 -15.83778 -0.14 -0.52 -0.61 0.11
H 13.09607 3.77685 -20.11521 -0.10 0.36 -0.27 0.13
H 0.91605 7.49992 -22.79233 -0.16 1.24 -0.52 0.13
H 0.90926 -1.77796 -12.42046 -0.09 -0.36 0.26 0.06
H 2.95439 -0.87682 -24.54885 -0.40 0.04 0.63 0.07
H 9.04925 2.50751 -16.64895 -0.27 0.02 0.33 0.07
H 5.78594 -5.66913 -13.69809 -0.08 0.10 -0.28 0.10
H 7.04258 2.93355 -16.88713 0.71 -0.06 0.77 0.09
H -5.09563 3.47413 -14.51292 -0.16 -0.04 -0.06 0.09
H 1.37687 3.98170 -9.99172 -0.03 0.51 0.29 0.12
H 3.13477 0.89773 -13.92372 -0.16 0.07 0.10 0.13
H 8.90144 -6.70577 -13.19941 0.29 0.00 0.02 0.14
H 7.50580 -3.51353 -15.47827 0.17 -0.36 -0.42 0.07
H 15.75515 -1.77630 -18.39395 -0.17 -0.30 -0.64 0.15
H 0.71886 2.60775 -20.92778 0.21 0.35 0.38 0.07
H -4.65527 4.95789 -13.76220 0.50 0.52 -0.57 0.10
H 3.23280 4.48264 -17.98484 0.32 -0.06 0.41 0.04
H 12.22202 1.55285 -18.07458 0.38 0.29 -0.08 0.10
H 5.60984 -2.25554 -20.68101 -0.11 -0.84 -0.04 0.13
H 1.24584 -3.44971 -12.97163 0.04 0.15 -0.26 0.10
H 2.61082 6.20006 -10.62045 -0.68 -0.18 -0.12 0.09
H 0.65033 -1.26068 -17.65699 -0.04 0.26 -0.40 0.06
H 7.43067 5.71780 -18.08240 -0.70 -0.28 0.02 0.13
H 10.89813 6.13096 -14.98348 -0.72 0.40 -0.95 0.09
H 2.66950 2.50867 -25.69797 0.01 0.16 -0.13 0.13
H 4.11233 -3.86589 -22.40919 0.60 -0.21 0.10 0.08
H 6.81283 -1.14823 -14.89175 0.69 -0.15 -0.03 0.11
H 3.40132 9.46349 -24.50569 0.16 0.22 0.11 0.16
H 7.91881 -0.55285 -17.80190 -0.19 0.07 0.20 0.13
H 10.92093 5.08694 -21.47698 0.20 -0.08 0.19 0.13
H 2.73124 1.05547 -17.92779 0.43 0.13 0.40 0.11
H 9.15319 2.67343 -22.79126 -0.74 0.38 -0.65 0.11
H 10.82288 3.35533 -11.36064 0.06 0.15 0.19 0.06
H 11.19407 -3.17869 -19.05804 -0.37 -0.72 -0.65 0.08
H 1.54852 6.80877 -20.74134 -0.34 -0.34 -0.34 0.07
H 5.04560 -2.56344 -23.20696 -0.05 0.13 0.29 0.07
H 6.56948 0.39432 -27.74296 -0.44 -0.23 0.69 0.10
H 11.55718 4.75935 -15.85634 0.29 -0.05 0.55 0.09
H 13.86344 0.52822 -12.73577 -0.07 0.28 0.28 0.13
H 13.48654 -3.58972 -10.58850 -0.41 -0.27 -0.45 0.10
H 3.96051 2.37823 -18.32010 -1.01 0.30 0.06 0.09
H 9.87972 1.14215 -20.41332 -0.15 0.02 -0.23 0.14
H 7.83438 -2.67560 -10.42005 0.19 -0.06 -0.84 0.07
H 10.45224 -3.25136 -17.52356 0.57 0.11 0.59 0.04
H 12.37256 -5.31938 -18.66355 0.52 0.17 -0.20 0.13
H 4.51756 11.72768 -24.73474 -0.60 0.03 -0.29 0.10
H 4.58995 12.71936 -23.35592 -0.08 -0.06 0.26 0.10
H 5.43276 0.65568 -23.00770 -0.11 -0.03 -0.44 0.08
H 6.85487 -9.46493 -9.12275 -0.18 0.57 0.27 0.11
H 6.40416 6.68990 -15.75768 0.38 -0.19 0.05 0.10
H -2.39278 2.69949 -19.21546 0.60 -0.30 0.35 0.11
H 5.48946 -2.10712 -15.27694 -0.19 -0.31 -0.42 0.10
H 2.55299 -2.45191 -12.26089 -0.36 -0.58 0.25 0.04
H -3.63973 4.83773 -19.90833 -0.03 -0.15 0.55 0.09
H 4.44509 -0.30469 -10.69244 -0.21 0.40 0.18 0.11
H 8.06751 4.15329 -18.50167 -0.25 0.02 -0.20 0.11
H 11.67677 -3.71038 -10.76127 0.43 -0.19 0.13 0.06
H 13.96320 -3.56469 -19.64477 -0.19 0.03 0.12 0.15
H -2.04767 5.54252 -20.12629 0.07 0.24 0.77 0.08
H 4.65923 -5.65151 -15.16377 0.72 0.02 -0.04 0.11
H -2.14194 5.38158 -14.57742 0.23 -0.20 -0.13 0.13
H 2.77854 5.45089 -12.25555 -0.44 0.66 -0.19 0.07
H 7.79223 2.53702 -25.63035 0.40 -0.30 -0.17 0.11
H 5.45543 -9.69690 -17.40227 0.49 0.34 0.08 0.12
H 12.66009 -0.49800 -20.37259 -0.31 0.54 -0.39 0.09
H 2.58841 6.05997 -17.54565 -0.28 0.00 -0.34 0.08
H -0.28384 -2.26539 -18.81875 0.45 -0.26 -0.14 0.09
```
Positions in Å, forces in eV/Å.

LUMO energy in Eh: -0.423
DFT total energy in Eh: -7369.50287
Net charge: +5
F_max in eV/A: 9.66
Relative energy (zero: lowest compared OMol25 entry of this formula, charge and spin) in eV: 1.313
Orbital gap in eV: 2.46
2S+1: 1